(1)
Formula: FH3N2OS
Source: OMol25
Level of theory: ωB97M-V/def2-TZVPD

Each line ends with the Löwdin charge.
Cartesian coordinates (Å):
N: -1.746 -0.761 0.463  0.145
N: -1.160 0.161 0.711  0.009
O: 1.256 -0.714 -0.900  -0.564
F: -1.212 1.420 -0.342  -0.283
S: 1.968 0.156 0.350  0.716
H: -2.248 -1.000 -0.440  0.161
H: 1.092 -0.038 -1.553  -0.002
H: 0.821 -0.026 1.020  -0.182

Values from the calculation:
Frontier orbital gap in eV: 9.11
HOMO energy in eV: -9.1441



(2)
Formula: FH3O3P
Source: OMol25
Level of theory: ωB97M-V/def2-TZVPD

Each line ends with the Löwdin charge.
Cartesian coordinates (Å):
O: -1.077 0.231 -1.334  0.000
O: -1.350 0.306 1.248  -0.060
O: 2.032 -0.732 -0.083  -0.010
F: -1.301 -1.830 0.035  -0.085
P: -0.732 -0.355 -0.024  0.819
H: -1.398 0.233 -2.247  0.175
H: -1.813 -0.192 1.956  0.149
H: 2.479 -0.600 0.748  0.013

Values from the calculation:
Net charge: +1
Frontier orbital gap (alpha / beta) in eV: 8.93 / 9.69
HOMO energy (alpha / beta) in eV: -17.1146 / -16.3060



(3)
Formula: FH3O3SSi
Source: OMol25
Level of theory: ωB97M-V/def2-TZVPD

Each line ends with the Löwdin charge.
Cartesian coordinates (Å):
O: 2.620 -0.773 -1.646  -0.414
O: 0.366 0.437 -1.812  -0.308
O: -0.308 0.753 1.147  -0.412
F: 0.557 -1.991 -2.516  -0.360
Si: -1.350 0.716 2.227  0.671
S: 1.494 -0.561 -2.523  0.970
H: 0.383 0.536 -0.832  0.028
H: -1.066 0.672 3.620  -0.090
H: -2.696 0.212 2.335  -0.084

Values from the calculation:
Frontier orbital gap in eV: 9.74
HOMO energy in eV: -10.9236



(4)
Formula: FH3OP2
Source: OMol25
Level of theory: ωB97M-V/def2-TZVPD

Each line ends with the Löwdin charge.
Cartesian coordinates (Å):
O: 1.358 0.055 -0.623  -0.534
F: -2.482 -0.162 0.610  -0.571
P: 0.180 0.953 0.048  0.501
P: -1.300 -0.588 -0.591  0.639
H: 2.174 -0.179 -0.236  0.020
H: 0.124 1.897 -0.997  -0.115
H: -0.053 -1.976 1.790  0.060

Values from the calculation:
Frontier orbital gap (alpha / beta) in eV: 8.06 / 7.90
HOMO energy (alpha / beta) in eV: -8.6087 / -9.1909



(5)
Formula: FH3OP2
Source: OMol25
Level of theory: ωB97M-V/def2-TZVPD

Each line ends with the Löwdin charge.
Cartesian coordinates (Å):
O: 0.977 0.559 -0.588  -0.478
F: -2.873 -0.599 0.274  -0.502
P: -0.089 -0.663 -0.592  0.549
P: -1.719 0.573 0.028  0.454
H: 1.855 0.584 -0.849  0.006
H: -0.958 -0.963 1.822  0.051
H: -2.239 1.192 -1.272  -0.081

Values from the calculation:
Frontier orbital gap (alpha / beta) in eV: 7.17 / 7.96
HOMO energy (alpha / beta) in eV: -8.0350 / -8.8790



(6)
Formula: FHI2OP
Source: OMol25
Level of theory: ωB97M-V/def2-TZVPD

Each line ends with the Löwdin charge.
Cartesian coordinates (Å):
O: -4.430 -0.046 -2.346  -0.399
F: -0.192 -0.626 -0.150  -0.064
P: -4.500 -0.014 -0.917  -0.012
I: -4.875 2.081 0.279  0.685
I: -4.677 -2.128 0.177  0.724
H: 0.708 -0.692 -0.145  0.066

Values from the calculation:
Net charge: +1
Frontier orbital gap in eV: 7.80
HOMO energy in eV: -15.4423



(7)
Formula: FHIPS
Source: OMol25
Level of theory: ωB97M-V/def2-TZVPD

Each line ends with the Löwdin charge.
Cartesian coordinates (Å):
F: 0.452 0.553 1.784  -0.487
P: 0.397 1.439 0.433  0.687
S: 0.688 -2.608 -1.773  -0.398
I: -0.595 -0.767 -1.089  0.387
H: -0.942 1.384 0.645  -0.189

Values from the calculation:
Frontier orbital gap (alpha / beta) in eV: 6.25 / 5.85
HOMO energy (alpha / beta) in eV: -8.3760 / -8.2720



(8)
Formula: FHIPS
Source: OMol25
Level of theory: ωB97M-V/def2-TZVPD

Each line ends with the Löwdin charge.
Cartesian coordinates (Å):
S: 1.208 -1.311 -0.848  0.038
P: 1.105 0.197 0.322  -0.106
I: 2.552 2.200 -0.364  0.099
F: -1.999 -0.364 0.504  -0.136
H: -2.865 -0.722 0.386  0.105

Values from the calculation:
Frontier orbital gap in eV: 7.40
HOMO energy in eV: -9.0774



(9)
Formula: FHN2O2
Source: OMol25
Level of theory: ωB97M-V/def2-TZVPD

Each line ends with the Mulliken spin population.
Cartesian coordinates (Å):
N: -0.549 0.367 0.054  0.680
N: 0.588 -0.373 0.198  0.368
O: 0.268 -1.540 0.410  0.498
O: 1.657 0.189 0.069  0.288
F: -0.499 1.636 -0.477  0.126
H: -1.465 -0.280 -0.253  0.041

Values from the calculation:
Spin multiplicity: 3
Frontier orbital gap (alpha / beta) in eV: 7.24 / 6.08
HOMO energy (alpha / beta) in eV: -6.9713 / -10.5164



(10)
Formula: FHNO2S
Source: OMol25
Level of theory: ωB97M-V/def2-TZVPD

Each line ends with the Löwdin charge.
Cartesian coordinates (Å):
N: -1.221 -1.610 -0.305  -0.370
O: 0.702 -0.068 0.536  -0.386
O: -1.013 -0.891 2.038  -0.518
F: -0.365 -2.025 -1.443  -0.302
S: -0.303 -1.441 0.932  0.595
H: 0.135 0.136 -0.227  -0.019

Values from the calculation:
Net charge: -1
Frontier orbital gap in eV: 7.93
HOMO energy in eV: -3.6252



(11)
Formula: FHNP
Source: OMol25
Level of theory: ωB97M-V/def2-TZVPD

Each line ends with the Löwdin charge.
Cartesian coordinates (Å):
H: 0.100 0.607 -1.932  -0.179
P: -0.777 0.595 -0.623  0.577
N: 0.623 -0.546 0.670  -0.176
F: 0.054 -0.656 1.885  -0.221

Values from the calculation:
Frontier orbital gap (alpha / beta) in eV: 9.21 / 8.62
HOMO energy (alpha / beta) in eV: -9.6324 / -10.2568



(12)
Formula: FHS2
Source: OMol25
Level of theory: ωB97M-V/def2-TZVPD

Each line ends with the Löwdin charge.
Cartesian coordinates (Å):
F: 0.306 -3.243 -0.733  -0.525
S: 1.257 -0.154 -0.297  0.320
S: 1.230 -1.369 -1.806  0.341
H: -0.066 0.011 -0.002  -0.137

Values from the calculation:
Frontier orbital gap (alpha / beta) in eV: 7.57 / 7.68
HOMO energy (alpha / beta) in eV: -10.2109 / -10.4410



Looking at ΔE to the lowest compared entry with this formula, charge and spin for the records above, in order, we have 2.415 5.836 1.656 4.209 4.000 2.116 3.241 0.863 1.526 3.045 5.736 1.621 eV.
Looking at M for the records above, in order, we have 98.10 100.99 130.17 99.97 99.97 320.79 209.95 209.95 80.02 98.08 64.99 84.14 g mol⁻¹.